Model a:
{"formula": "C4H3O2S", "method": "ωB97M-V with the def2-TZVPD basis set", "e_lumo_ev": 3.2, "spin_multiplicity": 1, "gap_ev": 7.50, "smiles": "C=C(C=S)C(=O)[O-]", "e_homo_ev": -4.29, "charge": -1, "symbols": ["C", "C", "C", "S", "C", "O", "O", "H", "H", "H"], "positions_angstrom": [[0.063, 1.422, 0.038], [-0.095, 0.138, -0.284], [1.327, -0.961, 0.034], [2.850, -0.632, -0.378], [-1.551, -0.601, -0.178], [-1.608, -1.547, 0.556], [-2.417, 0.012, -0.769], [-0.740, 2.126, 0.057], [0.994, 1.818, 0.202], [1.176, -1.775, 0.722]], "lowdin_charge": [-0.01, -0.13, -0.58, 0.54, -0.81, -0.02, -0.04, 0.05, 0.00, 0.00]}

Model b:
{"formula": "C4H3O2S", "method": "ωB97M-V with the def2-TZVPD basis set", "e_lumo_ev": [3.1, 3.1], "spin_multiplicity": 1, "gap_ev": [4.36, 4.35], "e_homo_ev": [-1.21, -1.21], "charge": -1, "symbols": ["C", "C", "C", "C", "O", "O", "S", "H", "H", "H"], "positions_angstrom": [[-1.127, -1.238, 1.334], [-0.062, -1.141, 0.425], [0.670, 1.912, -1.684], [0.721, -0.083, 0.354], [1.156, 2.700, -0.932], [1.542, 0.493, 0.952], [0.196, 1.181, -3.000], [-2.018, -1.646, 1.056], [-1.093, -0.287, 1.888], [0.014, -1.891, -0.394]], "lowdin_charge": [-0.12, -0.30, -0.90, -0.41, 0.03, 0.02, 0.62, -0.05, 0.02, 0.10]}

Of the structures shown above, model a is the most stable.